{"formula": "C2H2I2OS", "method": "ωB97M-V/def2-TZVPD", "elements": ["C", "C", "O", "S", "I", "I", "H", "H"], "xyz": [[1.160671, 0.581143, -0.959446], [-0.418434, 0.141555, 0.871243], [0.747618, 1.183302, -1.835990], [-0.616595, -1.661932, 0.670236], [-1.868324, 1.263265, -0.056354], [0.366796, 0.766718, 2.743097], [1.779470, -0.431893, -0.923520], [-1.151202, -1.842158, -0.509266]], "forces_ev_per_a": [[3.476, -1.459, 2.623], [-1.024, -1.755, 0.427], [-1.197, 1.016, -2.929], [1.062, 0.799, 2.086], [-0.505, 0.405, 0.228], [-0.333, -0.449, -0.993], [-1.026, 0.803, -0.439], [-0.453, 0.641, -1.004]], "orbital_gap_ev": [6.35, 7.96], "relative_energy_kcal_mol": 61.3, "multiplicity": 3}

=====

{"formula": "C2H2IN3", "method": "ωB97M-V/def2-TZVPD", "elements": ["C", "C", "N", "N", "N", "I", "H", "H"], "xyz": [[-0.589604, -0.579026, -1.076152], [1.346173, -0.866313, 0.287932], [0.291899, -0.540329, -0.141351], [-1.341494, -0.604424, -1.946378], [1.993438, -1.255189, 1.196762], [-4.438641, -0.239831, -0.041183], [-3.441559, -1.089316, -1.059331], [3.086039, -1.360806, 1.267211]], "forces_ev_per_a": [[0.101, -0.242, -0.912], [-0.548, -0.579, 0.999], [-2.149, 1.775, -1.525], [-0.471, 0.001, -0.237], [6.391, -1.411, 1.923], [0.483, -0.516, -0.525], [-0.582, 0.553, 0.560], [-3.225, 0.419, -0.284]], "orbital_gap_ev": 9.22, "relative_energy_kcal_mol": 41.0, "smiles": "N#CN=C=N.I"}

=====

{"formula": "C2H2IN3S", "method": "ωB97M-V/def2-TZVPD", "elements": ["C", "C", "N", "N", "N", "S", "I", "H", "H"], "xyz": [[-1.530555, 1.107909, 1.107330], [-0.766567, -0.224291, -0.871156], [-0.471581, 0.502327, 1.343849], [-0.106936, -0.235561, 0.246284], [2.641000, -0.919369, -1.320656], [-2.051552, 0.969508, -0.572972], [1.747792, -1.324381, 0.231665], [-2.152278, 1.571997, 2.028964], [2.690677, -1.448138, -2.193309]], "forces_ev_per_a": [[-3.753, 2.299, 1.278], [-1.068, 1.187, -0.638], [2.140, -1.707, 1.405], [0.544, -0.237, -0.458], [1.647, 1.446, -0.462], [0.437, -1.013, 0.563], [-0.327, -0.570, 0.274], [1.681, -0.697, -2.644], [-1.300, -0.709, 0.680]], "orbital_gap_ev": 8.28, "relative_energy_kcal_mol": 136.5}

=====

{"formula": "C2H2INO2", "method": "ωB97M-V/def2-TZVPD", "elements": ["C", "C", "N", "O", "O", "I", "H", "H"], "xyz": [[0.751780, 0.970731, -0.359177], [0.058037, -0.161463, -0.282074], [-0.796211, -0.555901, 0.806865], [-0.905943, 0.172801, 1.719444], [-1.252606, -1.658072, 0.785696], [0.039028, -1.562261, -1.736492], [1.369507, 0.922470, -1.152467], [0.736407, 1.871695, 0.218205]], "forces_ev_per_a": [[-1.948, -0.956, 1.672], [0.461, 1.006, -0.325], [0.448, -0.805, -0.314], [-0.278, 2.938, 2.513], [-0.997, -1.821, -0.318], [0.442, -0.777, -1.290], [2.097, 0.537, -2.675], [-0.225, -0.123, 0.735]], "orbital_gap_ev": 8.97, "relative_energy_kcal_mol": 102.6, "smiles": "C=C(I)[N+](=O)[O-]"}

=====

{"formula": "C2H2INO3", "method": "ωB97M-V/def2-TZVPD", "elements": ["C", "C", "N", "O", "O", "O", "I", "H", "H"], "xyz": [[-1.284687, 0.217021, 0.645318], [0.487119, -0.640251, -0.090577], [1.119766, 0.559714, -0.519644], [1.485881, 1.327414, 0.346336], [-1.283314, 1.259190, 1.139278], [1.206438, 0.769434, -1.711333], [-2.816753, -1.136847, 0.196889], [0.218837, -1.347426, -0.858897], [0.866714, -1.008251, 0.852632]], "forces_ev_per_a": [[2.660, -1.484, -1.470], [-2.948, 0.928, 1.837], [0.398, 0.242, -0.054], [0.190, 0.148, 0.359], [-0.109, 0.097, 0.127], [-0.060, -0.003, -0.624], [-0.387, -0.064, 0.106], [0.035, 0.147, -0.163], [0.222, -0.011, -0.119]], "orbital_gap_ev": 8.61, "relative_energy_kcal_mol": 117.7}

=====

{"formula": "C2H2INO3", "method": "ωB97M-V/def2-TZVPD", "elements": ["C", "C", "N", "O", "O", "O", "I", "H", "H"], "xyz": [[1.592500, 0.069458, -0.019498], [-2.073011, 1.510584, 0.297185], [1.558317, -1.091565, 0.319932], [1.667197, 1.213483, -0.009137], [-1.413795, 1.624606, -0.765715], [1.413344, -2.379580, -0.226004], [-2.765100, -0.506052, 0.621361], [-0.957090, 2.497939, -0.783238], [0.977638, -2.938872, 0.565116]], "forces_ev_per_a": [[-0.336, -3.601, 0.455], [-0.670, 0.632, 1.727], [-0.103, -0.842, 0.371], [0.161, 2.730, -0.553], [1.184, -0.164, -1.338], [-1.220, -0.382, 2.170], [0.045, -0.107, -0.363], [-0.489, -0.403, -0.006], [1.428, 2.137, -2.463]], "orbital_gap_ev": 8.88, "relative_energy_kcal_mol": 131.7}

=====

{"formula": "C2H2KO3", "method": "ωB97M-V/def2-TZVPD", "elements": ["O", "C", "K", "H", "O", "C", "O", "H"], "xyz": [[-1.469766, 0.852804, 0.516933], [-0.266672, 0.916407, 0.475529], [-2.831670, -1.391469, -0.059553], [0.318915, 1.774574, 0.848191], [-0.126524, -1.306520, -0.156413], [0.475133, -0.250909, -0.237253], [1.760321, -0.096852, -0.293961], [2.140263, -0.498037, -1.093470]], "forces_ev_per_a": [[0.522, 0.245, 0.374], [-0.503, 0.537, -1.278], [-0.015, -0.062, 0.031], [-0.083, -0.227, 0.127], [0.367, 0.251, -1.765], [-1.761, -1.136, 3.818], [1.149, 0.827, -1.690], [0.324, -0.435, 0.384]], "orbital_gap_ev": 10.16, "relative_energy_kcal_mol": 0.0, "charge": 1}

=====

{"formula": "C2H2LiO2Rb", "method": "ωB97M-V/def2-TZVPD", "elements": ["O", "C", "C", "O", "Rb", "Li", "H", "H"], "xyz": [[1.517170, -0.078882, 3.024735], [2.352905, 0.604257, 3.480131], [3.262320, 1.509262, 3.748254], [0.068014, -0.774600, -0.218836], [-1.472907, 0.289182, -3.631508], [0.297394, -0.610958, 1.466089], [4.309859, 1.273430, 3.558496], [2.959667, 2.424111, 4.258278]], "forces_ev_per_a": [[0.625, 0.145, 1.034], [-0.551, 0.348, -1.460], [0.130, -0.241, 0.508], [-0.332, 0.405, 0.033], [0.465, -0.323, 1.054], [-0.080, -0.068, -1.120], [-0.392, 0.099, 0.105], [0.135, -0.365, -0.153]], "orbital_gap_ev": 3.37, "relative_energy_kcal_mol": 48.7}

=====

{"formula": "C2H2LiO2Tb", "method": "ωB97M-V/def2-TZVPD", "elements": ["C", "C", "O", "O", "H", "Tb", "Li", "H"], "xyz": [[0.228317, -0.011354, 0.832674], [-0.536612, -0.644825, -0.121505], [-0.453895, -0.167410, -1.386954], [1.051220, 0.987040, 0.460533], [-1.250898, -1.440151, 0.122267], [-0.764317, 2.050262, -0.510270], [1.615475, -0.173539, -1.184209], [0.110709, -0.600023, 1.787463]], "forces_ev_per_a": [[1.956, -0.311, 1.425], [-1.125, 0.415, -4.217], [-0.125, -0.757, 2.817], [-1.904, -2.068, 1.058], [0.292, 0.090, -0.173], [-0.356, 1.033, -0.624], [0.277, -0.075, -0.226], [0.984, 1.673, -0.061]], "orbital_gap_ev": [6.50, 8.57], "relative_energy_kcal_mol": 3.6, "multiplicity": 7, "charge": 2}

=====

{"formula": "C2H2LiOV", "method": "ωB97M-V/def2-TZVPD", "elements": ["H", "O", "C", "C", "V", "Li", "H"], "xyz": [[-2.448850, 1.263877, -0.907760], [0.453370, 1.778293, 2.235483], [1.090255, 2.848518, 1.647324], [0.358884, 3.764427, 0.976137], [-0.681521, 1.407131, -0.134766], [1.650381, -0.172868, -1.281153], [2.182873, 2.885797, 1.802015]], "forces_ev_per_a": [[1.284, -0.135, 0.263], [0.073, 1.578, -2.354], [-0.812, -1.651, 0.785], [0.154, -1.322, 0.161], [-0.145, 0.970, 1.319], [-0.331, 0.188, 0.133], [-0.224, 0.371, -0.307]], "orbital_gap_ev": [6.00, 6.36], "multiplicity": 5}